Below is 2 unconnected molecules or ions with the total composition C6H9NO, with properties calculated with ωB97M-V/def2-TZVPD.

Geometry (Å):
C  3.537  0.028  0.109
C  2.884  -1.163  -0.066
C  1.499  -1.132  -0.342
N  0.720  -0.069  -0.297
C  1.404  1.157  -0.231
C  2.740  1.237  -0.050
H  4.584  0.082  0.268
H  3.379  -2.122  0.077
H  1.066  -2.129  -0.504
H  0.691  2.007  -0.365
H  3.131  2.205  0.005
C  -4.529  -0.090  0.493
O  -3.944  0.081  -0.821
H  -5.575  0.022  0.307
H  -4.477  -1.066  1.024
H  -4.206  0.719  1.173
H  -2.905  0.231  -0.781

* F_max: 3.44 eV Å⁻¹
* DFT total energy: -9904.0695 eV
* energy above the lowest of the compared OMol25 structures with the same formula, charge and spin: 1.535 eV
* orbital gap: 10.7 eV
* net charge: 0